C23H42Cl3MnN2O4Si | ωB97M-V/def2-TZVPD

Atoms and positions in Å:
C 2.307 2.307 -2.987
C 2.287 2.908 -1.615
H 2.161 3.070 -3.760
H 1.519 1.547 -3.085
H 3.269 1.811 -3.194
C 2.386 4.215 -1.334
C 2.446 5.325 -2.327
H 2.440 4.513 -0.285
H 2.302 4.980 -3.354
H 3.404 5.858 -2.278
H 1.669 6.070 -2.110
Mn -0.113 -0.139 -0.453
Cl 1.717 -1.295 -0.227
Cl -0.873 -0.407 -2.614
H -2.646 -4.594 1.578
H -1.108 -5.969 -0.034
C -2.822 -3.917 0.732
C -1.332 -5.211 -0.791
N -1.672 -3.943 -0.165
H -2.979 -2.897 1.090
C -0.965 -2.852 -0.403
O -1.194 -1.755 0.186
H -0.451 -5.059 -1.417
H -0.159 -2.931 -1.152
H -3.710 -4.258 0.189
H -2.157 -5.556 -1.418
H -0.633 3.248 -2.394
H -0.593 4.641 -0.114
C -1.658 2.943 -2.130
C -1.661 4.365 -0.109
N -1.853 3.048 -0.690
H -1.818 1.908 -2.452
C -1.928 1.977 0.112
O -1.900 0.792 -0.286
H -2.020 4.354 0.927
H -1.992 2.200 1.196
H -2.366 3.623 -2.621
H -2.228 5.102 -0.690
O 0.698 1.560 -0.577
C 2.018 1.908 -0.498
C 1.494 2.940 1.773
C 2.410 2.369 0.898
H 0.432 2.868 1.549
C 1.942 3.583 2.928
H 2.643 1.029 -0.719
C 3.736 2.212 1.289
H 1.221 4.112 3.558
C 3.301 3.543 3.255
C 4.194 2.823 2.455
H 4.390 1.619 0.649
H 3.654 4.047 4.154
H 5.249 2.749 2.730
Si -1.502 -1.910 -5.855
Cl -0.550 -0.048 -5.835
C -3.324 -1.506 -5.591
C -0.446 -2.999 -4.756
C -1.599 -2.743 -7.546
H -3.493 -0.719 -4.843
H -3.879 -2.407 -5.291
H -3.761 -1.163 -6.546
H -2.239 -2.206 -8.258
H -2.063 -3.724 -7.349
H -0.620 -2.908 -8.008
H -0.232 -2.516 -3.789
H 0.514 -3.209 -5.250
H -0.903 -3.983 -4.573
C -1.099 -1.180 3.470
C 0.046 -0.475 2.805
C 1.420 -0.898 3.254
O -0.132 0.386 1.928
H -0.824 -1.460 4.492
H -1.343 -2.087 2.908
H -1.977 -0.540 3.476
H 1.827 -1.619 2.527
H 2.092 -0.032 3.287
H 1.364 -1.367 4.244

Its spin multiplicity is 5. The calculation puts the LUMO energy (alpha / beta) at -0.621 / 0.339 eV. The HOMO-LUMO gap (alpha / beta) is 0.2738 / 0.3149 hartree. As for the net charge: 0. The total energy is -112472.9804 eV.